Run w
Density functional theory data (ωB97M-V with the def2-TZVPD basis set) for a 2-piece molecular cluster, C5H12N2S overall.

structure (SMILES) = C=CN=C.NCCS
E_LUMO = 0.709 eV
highest occupied orbital energy = -9.2 eV
HOMO-LUMO gap = 9.91 eV

Geometry as XYZ:
```
20
Properties=species:S:1:pos:R:3:nbo_charge:R:1
H -1.95984 3.33138 -0.84096 0.192
H -1.55141 0.90438 -1.02360 0.217
H -0.39735 3.52046 0.01168 0.178
H 0.34781 0.87996 -2.82972 0.110
C -0.15278 -2.70163 1.33704 -0.049
H -1.88669 3.06756 1.80152 0.359
H 3.00855 -1.96883 -1.07498 0.210
C 2.02210 -2.97622 0.53592 -0.030
N -1.93882 2.37452 1.06545 -0.836
N 0.82341 -3.51115 1.09381 -0.402
H 0.12278 1.18864 -0.28128 0.207
H -1.04489 -3.12699 1.80065 0.180
H 2.89610 -3.12506 1.20185 0.205
H -0.12236 -1.60468 1.15151 0.154
C -1.25345 2.84533 -0.18325 -0.225
C 2.08668 -2.23377 -0.56733 -0.460
H 1.24501 -2.08292 -1.20712 0.193
C -0.72645 1.58699 -0.90785 -0.512
S -0.05372 2.06045 -2.54969 -0.037
H -1.46468 1.57158 1.46635 0.348
```

Run x
Density functional theory data (ωB97M-V with the def2-TZVPD basis set) for a 2-piece molecular cluster, C5H12N2S overall.

E_LUMO = 0.783 eV
highest occupied orbital energy = -7.8 eV
HOMO-LUMO gap = 8.61 eV

Geometry as XYZ:
```
20
Properties=species:S:1:pos:R:3:nbo_charge:R:1
H -1.89819 1.49831 0.71195 0.235
N 0.76345 -1.95703 0.84801 -0.535
H 0.90237 -1.74552 1.82498 0.338
H -0.13882 0.29979 1.54188 0.212
H -0.94517 -1.19341 -1.54281 0.201
C 1.46094 0.80008 -0.60338 -0.355
H 0.17980 -2.64380 -1.19688 0.256
C -1.75989 0.53780 0.09199 -0.687
H 1.78485 1.98205 1.10778 0.219
S 2.45747 -0.52545 -0.18361 0.022
C 1.33384 2.12830 0.16332 -0.696
H -2.76246 0.04026 0.24861 0.234
H -1.52737 0.86178 -0.91438 0.226
C -0.60852 -0.12930 0.67867 -0.009
H -1.46248 -2.74981 -0.83571 0.221
C -0.71875 -2.03386 -0.86439 -0.430
N -0.21730 -1.34805 0.35673 -0.060
H 0.45851 2.78303 0.28958 0.217
H 0.72168 0.62095 -1.34904 0.166
H 1.97602 2.77386 -0.37331 0.225
```

Run y
Density functional theory data (ωB97M-V with the def2-TZVPD basis set) for one molecule with the formula C5H12N2S.

structure (SMILES) = [H]/N=C/NSC(C)(C)C
E_LUMO = 0.755 eV
highest occupied orbital energy = -8.8 eV
HOMO-LUMO gap = 9.58 eV

Geometry as XYZ:
```
20
Properties=species:S:1:pos:R:3:nbo_charge:R:1
N 1.70894 -0.70364 -0.69172 -0.768
C 2.65721 0.22968 -0.46277 0.253
H -0.18843 1.18095 1.71032 0.235
H 0.03454 0.40287 -1.46028 0.234
C -0.84676 -0.23975 0.20588 -0.166
H -0.65925 2.00930 0.22644 0.214
H 3.46855 0.30750 -1.22971 0.164
H -2.81609 -0.45358 0.82879 0.216
H -1.89150 -2.01665 0.33429 0.224
C -0.91230 -0.15115 -1.31195 -0.645
C -0.87174 1.17545 0.86134 -0.628
S 0.61540 -1.23452 0.58292 0.419
H -1.08414 -1.15087 -1.74438 0.217
H 3.58533 1.36443 0.73507 0.340
H 1.58077 -1.14489 -1.59526 0.408
C -1.90445 -1.10890 0.87932 -0.639
N 2.90454 0.65012 0.73089 -0.718
H -1.73202 -1.08710 1.96787 0.224
H -1.71445 0.60528 -1.77971 0.213
H -1.93417 1.36549 1.21264 0.200
```

Computed energies relative to the best structure, in kcal/mol: run w 11.8; run x 61.7; run y 0.0

Run w
Density functional theory data (ωB97M-V with the def2-TZVPD basis set) for a 2-piece molecular cluster, CH5OS overall.

E_LUMO = 4.554 eV
highest occupied orbital energy = -2.2 eV
HOMO-LUMO gap = 6.77 eV
net charge = -1

Geometry as XYZ:
```
8
Properties=species:S:1:pos:R:3:nbo_charge:R:1
H -1.04171 -0.42888 1.63918 0.485
H 0.41982 -0.18522 -2.46563 0.172
S -0.21318 1.27052 -0.59511 -0.769
C 0.64345 -0.18582 -1.39145 -0.737
H 0.24519 -1.10909 -0.95268 0.167
H 1.70953 -0.07363 -1.21883 0.176
H -0.48702 0.61683 2.57344 0.470
O -1.27609 0.09530 2.41108 -0.964
```

Run x
Density functional theory data (ωB97M-V with the def2-TZVPD basis set) for a 2-piece molecular cluster, CH5OS overall.

E_LUMO = 4.350 eV
highest occupied orbital energy = -2.4 eV
HOMO-LUMO gap = 6.74 eV
net charge = -1

Geometry as XYZ:
```
8
Properties=species:S:1:pos:R:3:nbo_charge:R:1
O -0.53800 -1.55192 1.99353 -0.985
H 0.11718 1.60845 -0.23804 0.166
H -1.42911 -1.23164 1.77967 0.437
H 0.83969 1.41647 -1.82435 0.166
S 1.30799 -0.59862 -0.47228 -0.695
H -0.10460 -1.07922 1.26685 0.493
H -0.56198 0.57536 -1.50905 0.166
C 0.36883 0.86112 -0.99632 -0.748
```

Run y
Density functional theory data (ωB97M-V with the def2-TZVPD basis set) for a 2-piece molecular cluster, CH5OS overall.

E_LUMO = 4.345 eV
highest occupied orbital energy = -2.5 eV
HOMO-LUMO gap = 6.84 eV
net charge = -1

Geometry as XYZ:
```
8
Properties=species:S:1:pos:R:3:nbo_charge:R:1
C 1.43346 0.45499 0.55592 -0.710
H 2.53145 0.43799 0.33599 0.165
H -2.86940 -0.73263 -1.21590 0.453
H 1.20993 -0.42933 1.10170 0.176
S 0.35875 0.68207 -1.01550 -0.756
H 1.26174 1.36918 1.06717 0.184
O -2.40244 -1.16800 -0.46315 -1.021
H -1.52349 -0.61427 -0.36623 0.510
```

Computed energies relative to the best structure, in kcal/mol: run w 3.7; run x 0.0; run y 1.8

Run w
Density functional theory data (ωB97M-V with the def2-TZVPD basis set) for a 2-piece molecular cluster, C4H8NS overall.

E_LUMO (alpha / beta) = -6.074 / -5.361 eV
highest occupied orbital energy (alpha / beta) = -12.0 / -14.7 eV
2S+1 = 3
HOMO-LUMO gap (alpha / beta) = 5.92 / 9.35 eV
net charge = +1
expectation value of S² = 2.02

Geometry as XYZ:
```
14
Properties=species:S:1:pos:R:3:mulliken_spin:R:1
C 2.34740 -0.51071 -0.60493 0.168
H 3.34139 0.13751 0.90851 0.008
H -3.67361 -0.69817 0.95701 0.052
H 2.41694 -1.67726 -0.65462 -0.004
C 2.29067 0.15849 0.72611 0.051
H -2.66798 0.70129 0.63542 0.005
H 1.51832 -0.34873 1.43532 -0.014
C -0.34657 0.48461 -0.32283 0.682
H 1.97328 1.21989 0.59908 -0.010
N -3.43702 0.13259 0.23449 0.018
H -4.28172 0.79085 0.12627 0.030
C -3.03274 -0.26189 -1.07609 1.088
H 2.97865 -0.09916 -1.39151 0.002
S 0.57296 -0.02931 -1.57223 -0.075
```

Run x
Density functional theory data (ωB97M-V with the def2-TZVPD basis set) for an isolated ion of composition C4H8NS and charge +1.

E_LUMO (alpha / beta) = -3.465 / -8.621 eV
highest occupied orbital energy (alpha / beta) = -11.1 / -14.9 eV
2S+1 = 3
HOMO-LUMO gap (alpha / beta) = 7.64 / 6.27 eV
net charge = +1
expectation value of S² = 2.01

Geometry as XYZ:
```
14
Properties=species:S:1:pos:R:3:mulliken_spin:R:1
H -2.04547 1.03396 -1.12626 0.012
C -0.27802 1.86098 0.96590 0.024
H 2.16494 -0.86507 0.10192 0.007
H -0.76893 0.16420 -1.93941 0.013
H 0.11463 1.70147 1.93215 -0.002
H -0.21431 -2.77950 -0.05386 -0.001
N -0.14415 0.71797 0.02547 0.676
H 2.17666 -2.58161 -0.58811 0.011
H -1.36291 1.94974 0.92042 0.033
S -0.82130 -0.69277 0.44275 0.543
H 0.35681 2.70288 0.63465 0.013
C -1.19372 0.41066 -0.99490 0.439
C 0.38787 -1.88527 0.00188 0.071
C 1.62792 -1.73762 -0.32261 0.162
```

Computed energies relative to the best structure, in kcal/mol: run w 56.8; run x 0.0

Run w
Density functional theory data (ωB97M-V with the def2-TZVPD basis set) for a 2-piece molecular cluster, C8H14O4S overall.

E_LUMO (alpha / beta) = -0.665 / -0.158 eV
highest occupied orbital energy (alpha / beta) = -7.7 / -8.4 eV
HOMO-LUMO gap (alpha / beta) = 7.05 / 8.27 eV

Geometry as XYZ:
```
27
Properties=species:S:1:pos:R:3:nbo_charge:R:1
H 1.35967 -0.79468 2.20938 0.283
H 1.39780 1.70243 1.11155 0.228
H -3.95703 0.63868 0.27566 0.192
S 2.59335 -1.88549 0.43002 1.228
C -2.80956 0.88891 0.48434 -0.085
C -2.34049 2.18154 -0.19490 -0.634
O -0.96925 -0.56252 1.79387 -0.672
H 3.16026 1.06663 0.44730 0.182
H 3.25492 -0.54040 2.14361 0.246
O 3.99243 -1.89838 -0.04907 -0.966
H -1.33228 2.18384 -0.46795 0.215
C 2.34371 -0.46389 1.63432 -0.643
H 1.68195 -2.10252 -2.39305 0.239
O 1.44599 0.39691 -0.41567 -0.490
H 0.98970 -0.48578 -2.87517 0.248
O -2.20913 -0.30297 -0.05958 -0.513
C 2.05567 0.74401 0.71002 -0.083
H -2.48700 0.93748 1.50384 0.216
H -2.93270 2.43108 -1.07641 0.208
C -1.27260 -0.89810 0.65680 0.719
H 2.71298 -0.82573 -2.58286 0.243
H -0.32069 -2.69443 0.67366 0.193
C 1.69794 -1.10184 -2.24869 -0.706
C -0.65856 -2.01424 -0.05195 -0.558
H -2.53992 2.99248 0.47838 0.213
C 1.63501 -0.82695 -0.80869 0.292
H -1.14681 -2.51803 -0.88294 0.207
```

Run x
Density functional theory data (ωB97M-V with the def2-TZVPD basis set) for a 2-piece molecular cluster, C8H14O4S overall.

structure (SMILES) = O=S1(=O)CCCC1.O=C1CCCO1
E_LUMO = 0.541 eV
highest occupied orbital energy = -9.8 eV
HOMO-LUMO gap = 10.38 eV

Geometry as XYZ:
```
27
Properties=species:S:1:pos:R:3:nbo_charge:R:1
H 2.09900 4.35796 2.49417 0.190
H 2.09640 2.00161 0.87251 0.221
H -1.97950 -2.48309 -2.85626 0.219
H -0.25274 1.45329 1.19032 0.245
S -0.93827 -1.62453 -0.36530 2.143
H -0.12021 -0.18685 -2.11392 0.236
O 0.01376 -1.02662 0.55180 -0.948
H 0.23302 -3.91281 -2.90951 0.230
H 2.38246 2.07611 2.62129 0.210
O -1.57311 2.63138 3.30608 -0.564
H -1.87214 -0.21553 -2.01067 0.260
C -0.98202 -0.83964 -1.96844 -0.675
O -2.31903 -1.78871 0.05542 -0.935
H -1.01813 -3.97600 -0.80486 0.245
C 0.11868 -2.94853 -2.41765 -0.411
O 0.15384 3.89596 2.73171 -0.493
C -0.50736 2.71136 2.76799 0.784
H 0.39344 0.68336 2.61732 0.261
C 0.30500 1.63880 2.11419 -0.531
H 1.22773 4.31438 1.00074 0.176
C -0.25229 -3.21789 -0.95873 -0.649
C -0.99184 -2.02671 -2.94789 -0.404
C 1.36184 3.77056 1.94103 -0.072
H -0.85439 -1.71553 -3.98016 0.229
H 0.56394 -3.44801 -0.27620 0.251
C 1.65761 2.26888 1.82921 -0.431
H 1.05430 -2.39319 -2.48419 0.211
```

Computed energies relative to the best structure, in kcal/mol: run w 112.5; run x 0.0

Run w
Density functional theory data (ωB97M-V with the def2-TZVPD basis set) for a 2-piece molecular cluster, C3H10S3 overall.

E_LUMO (alpha / beta) = -5.719 / -8.828 eV
highest occupied orbital energy (alpha / beta) = -11.7 / -11.7 eV
2S+1 = 2
HOMO-LUMO gap (alpha / beta) = 6.00 / 2.86 eV
net charge = +1
expectation value of S² = 0.75

Geometry as XYZ:
```
16
Properties=species:S:1:pos:R:3:mulliken_spin:R:1
H 0.56487 1.78079 -0.60101 -0.004
H -2.14034 0.78457 -0.37564 0.001
H -2.88127 -0.44582 0.59605 0.001
H -0.25564 -3.36473 -0.30822 0.000
H -1.18421 0.10816 0.97521 0.000
S 2.67227 0.78929 0.05385 0.608
H -1.25220 -2.67776 1.05349 0.000
H 1.74814 2.27264 -1.76393 0.020
H 0.31661 -2.00650 0.79684 0.000
H 1.19503 0.60032 -1.74044 0.035
C -1.92432 -0.10894 0.20887 0.000
C 1.46779 1.44773 -1.09844 -0.005
C -0.51072 -2.49008 0.27972 0.000
H 1.73669 2.94470 1.17929 0.009
S 1.68728 1.70712 1.69742 0.330
S -1.23998 -1.34149 -0.95305 0.007
```

Run x
Density functional theory data (ωB97M-V with the def2-TZVPD basis set) for a 2-piece molecular cluster, C3H10S3 overall.

E_LUMO (alpha / beta) = -4.896 / -8.923 eV
highest occupied orbital energy (alpha / beta) = -10.7 / -10.7 eV
2S+1 = 2
HOMO-LUMO gap (alpha / beta) = 5.81 / 1.78 eV
net charge = +1
expectation value of S² = 0.75

Geometry as XYZ:
```
16
Properties=species:S:1:pos:R:3:mulliken_spin:R:1
C -5.86723 -0.52714 -2.79188 -0.003
H -5.69417 -0.88748 -3.79747 0.010
H -6.44172 -1.14089 -2.10186 0.017
S -4.17309 -0.20531 -2.12229 0.584
S 2.22502 0.02302 2.15927 0.000
H -6.25825 0.48680 -2.85487 0.011
C 3.93725 0.50984 2.55460 0.000
H -3.88410 -2.81139 -2.04398 0.020
H 4.00509 2.46140 1.67198 0.000
C 4.51497 1.50638 1.56267 0.000
H 4.66951 -0.19997 2.93591 0.000
H 4.37726 1.20855 0.52264 0.000
H 3.72489 1.04035 3.48527 0.000
H 2.48907 -1.26288 1.89218 0.000
S -3.21636 -1.86278 -2.73695 0.361
H 5.59187 1.66149 1.66478 0.000
```

Computed energies relative to the best structure, in kcal/mol: run w 0.0; run x 1.8

Run w
Density functional theory data (ωB97M-V with the def2-TZVPD basis set) for one molecule with the formula C5H15N2S.

E_LUMO (alpha / beta) = 0.788 / 0.698 eV
highest occupied orbital energy (alpha / beta) = -3.3 / -9.2 eV
2S+1 = 2
HOMO-LUMO gap (alpha / beta) = 4.07 / 9.86 eV
expectation value of S² = 0.75

Geometry as XYZ:
```
23
Properties=species:S:1:pos:R:3:mulliken_spin:R:1
H -0.59477 2.81449 -2.17179 -0.007
H -1.35475 -0.03405 -0.12696 -0.151
C 0.47409 1.13056 -1.41518 0.262
H 2.43024 0.75686 -2.57993 0.000
H 1.70252 -0.28623 -0.46254 0.040
H -1.55545 -1.32779 2.81289 -0.198
N -0.56000 -0.05992 0.57339 1.080
H -0.25400 2.81253 -0.50306 -0.127
H -0.45167 -2.08020 0.18594 0.112
C 1.66916 1.52285 -2.23801 -0.025
H 2.17981 2.37155 -1.72202 0.003
S -1.25145 -3.68958 2.52320 0.066
C 0.91070 0.41325 -0.11991 0.071
N -0.54255 2.23259 -1.23717 0.138
H -0.86079 0.71729 1.20345 -0.664
H 1.41602 1.00343 0.58311 0.095
H -0.57473 -3.56812 3.68868 -0.010
H 1.52970 2.03926 -3.21295 -0.002
H -0.05062 0.43455 -2.06374 -0.047
C -0.45053 -1.56103 1.07675 0.317
H -2.64626 -2.02714 1.58682 -0.122
H 0.46012 -1.68125 1.62811 0.091
C -1.62478 -1.93390 1.99091 0.078
```

Run x
Density functional theory data (ωB97M-V with the def2-TZVPD basis set) for a 2-piece molecular cluster, C5H15N2S overall.

E_LUMO (alpha / beta) = 0.631 / 0.514 eV
highest occupied orbital energy (alpha / beta) = -3.0 / -9.5 eV
2S+1 = 2
HOMO-LUMO gap (alpha / beta) = 3.68 / 9.98 eV
expectation value of S² = 0.75

Geometry as XYZ:
```
23
Properties=species:S:1:pos:R:3:mulliken_spin:R:1
H -1.47168 -0.80226 -4.80685 0.000
H 1.63115 2.88650 0.89242 -0.006
H -1.48788 1.48711 1.77710 -0.051
N 0.71842 -0.20841 1.93124 1.288
H -1.01614 0.10485 -1.16266 0.046
H -1.79980 -1.69654 -2.57422 -0.003
S -0.43368 -0.38699 -4.07776 0.005
H 0.16638 -0.48021 2.78712 -0.497
C 1.66663 1.82131 1.04785 -0.108
C -0.31111 -0.69421 -1.37239 0.052
H -0.59693 1.76479 3.26917 -0.200
H 0.38151 -2.35074 -0.38144 -0.121
H 0.65832 -0.21761 -1.52141 0.037
H -0.50632 2.97287 1.96795 -0.037
H 1.72234 -0.49659 2.09099 -0.328
C 0.63751 1.21665 1.63406 0.971
H 2.53990 1.28269 0.71212 -0.132
H -0.19472 -2.38168 -2.73022 0.004
C -0.56611 1.89914 2.18099 0.116
H 0.34048 -0.79931 1.07353 -0.396
C -0.74226 -1.44073 -2.62454 -0.078
N -0.21410 -1.54885 -0.18004 0.592
H -1.12191 -1.93180 0.06700 -0.151
```

Computed energies relative to the best structure, in kcal/mol: run w 32.8; run x 0.0